# 1
10
Properties=species:S:1:pos:R:3:nbo_charge:R:1 method="wB97M-V/def2-TZVPD" spin_multiplicity=1 relative_energy_kcal_mol=69.2 gap_ha=0.336 max_force_ev_per_a=9.1
O 2.785 -1.026 0.124 -0.5503
C 1.626 -0.591 -0.202 0.0761
S 1.370 0.947 -0.584 0.3867
C -0.306 0.979 0.376 -0.6140
C -1.362 0.014 -0.131 0.0580
N -1.142 -1.165 -0.507 -0.5182
S 0.397 -1.999 -0.238 0.4134
H -0.952 2.060 0.327 0.2776
H -0.094 0.433 1.415 0.2641
H -2.322 0.348 -0.580 0.2066

=====

# 2
8
Properties=species:S:1:pos:R:3:nbo_charge:R:1 method="wB97M-V/def2-TZVPD" spin_multiplicity=1 relative_energy_kcal_mol=44.1 gap_ha=0.373 max_force_ev_per_a=2.1
C -2.304 -0.409 -0.173 -0.0693
C -1.306 0.151 0.178 -0.1578
C -0.369 0.878 0.908 0.2151
N 0.271 1.240 1.810 -0.2447
H -3.150 -1.058 -0.445 0.2565
S 2.283 -0.124 -1.315 -0.2868
H 1.858 0.521 -0.200 0.1545
H 2.718 -1.199 -0.763 0.1325

=====

# 3
8
Properties=species:S:1:pos:R:3:nbo_charge:R:1 method="wB97M-V/def2-TZVPD" spin_multiplicity=1 relative_energy_kcal_mol=52.5 gap_ha=0.353 max_force_ev_per_a=2.3
C -0.496 -1.517 -0.167 -0.1756
C -1.120 -0.487 0.015 -0.2886
S -2.418 0.566 -0.055 0.0795
H 0.235 -2.212 -0.497 0.2424
H -3.007 0.512 1.144 0.1414
C 2.207 1.076 -0.096 0.0759
N 2.459 0.000 0.164 -0.3067
H 2.141 2.061 -0.509 0.2317